79
Properties=species:S:1:pos:R:3 method="wB97M-V/def2-TZVPD" multiplicity=1 e_lumo_ev=-0.19
Sr 2.26038 -0.40755 -0.55593
C 0.83807 -4.45938 -2.15364
C 1.64066 -3.22093 -1.89348
N 1.75401 -2.66671 -0.74303
N 1.10121 -3.13615 0.35411
C 1.28403 -2.33411 1.40854
O 1.98639 -1.28409 1.42867
C 0.50905 -2.71262 2.62808
C -0.23369 -3.88919 2.69730
C -0.98994 -4.17015 3.82351
C -1.01131 -3.28066 4.88973
C -0.26229 -2.11340 4.83255
C 0.49769 -1.83366 3.70854
C 2.30540 -2.49880 -2.99722
C 2.13511 -2.85421 -4.33253
C 2.67413 -2.05000 -5.32449
C 3.39361 -0.92235 -4.96798
C 3.56610 -0.67118 -3.61765
N 3.04398 -1.42625 -2.66157
H 0.48718 -4.85080 -1.20264
H 1.43816 -5.22081 -2.65492
H -0.02695 -4.22910 -2.77920
H -0.20372 -4.57746 1.86351
H -1.57062 -5.08272 3.87348
H -1.60608 -3.50086 5.76733
H -0.27723 -1.41889 5.66286
H 1.08768 -0.92750 3.65027
H 1.57104 -3.73813 -4.59469
H 2.52186 -2.29719 -6.36692
H 3.80210 -0.25072 -5.70891
H 4.14381 0.18338 -3.28384
O 1.45394 1.32228 -3.09495
C 1.63407 1.59444 -1.89884
C 1.38540 2.98351 -1.39889
C 1.69660 4.05956 -2.23827
C 1.71489 5.35714 -1.76120
C 1.41161 5.60187 -0.42791
C 1.08387 4.54982 0.41432
C 1.06864 3.23488 -0.05004
P 0.75177 1.80863 1.05272
C -0.98831 1.37120 0.70291
C -1.79898 2.06714 -0.18667
C -3.15946 1.79950 -0.24021
C -3.71706 0.84279 0.59387
C -2.90828 0.12464 1.46419
C -1.54933 0.38109 1.50936
C 0.47549 2.61583 2.68172
C -0.74730 3.13185 3.10418
C -0.86280 3.70901 4.36008
C 0.23552 3.77391 5.20628
C 1.45742 3.26348 4.79452
C 1.57268 2.68331 3.54008
H 1.93796 3.83743 -3.27122
H 1.96285 6.17958 -2.42194
H 1.43102 6.61381 -0.04287
H 0.84213 4.75552 1.44881
H -1.36755 2.82590 -0.82831
H -3.78542 2.34689 -0.93331
H -4.78107 0.64394 0.56093
H -3.33389 -0.63331 2.11069
H -0.92362 -0.17093 2.20062
H -1.60933 3.08897 2.45064
H -1.81657 4.11036 4.67914
H 0.13758 4.22084 6.18766
H 2.31562 3.30993 5.45305
H 2.52178 2.27393 3.21197
N -1.85368 -2.81088 -0.59789
C -2.11669 -1.89701 -1.56529
C -3.40008 -1.83706 -2.14483
C -3.62645 -0.96692 -3.18350
C -2.58504 -0.15627 -3.62297
C -1.36582 -0.26192 -2.98258
N -1.11369 -1.10099 -1.97267
H -2.57885 -3.41536 -0.26345
H -0.92854 -2.88362 -0.19199
H -4.18510 -2.48351 -1.77155
H -4.60440 -0.91135 -3.64587
H -2.71562 0.54019 -4.43963
H -0.52779 0.34817 -3.30072

---

90
Properties=species:S:1:pos:R:3 method="wB97M-V/def2-TZVPD" s_squared=0.7617 multiplicity=2 total_charge=-2 e_lumo_ev="3.96 / 3.13"
Y 1.31769 0.27449 0.77133
O 3.22289 1.02108 1.23464
C 4.06268 1.57965 2.03534
C 5.37814 1.07187 2.17727
C 6.30942 1.70916 2.96892
C 5.98537 2.88523 3.66482
C 4.69979 3.37314 3.56068
C 3.73064 2.74090 2.77688
C 2.38298 3.30445 2.72936
N 1.39681 2.80292 2.12089
C 0.14745 3.55489 2.15737
C -0.98968 2.71760 1.57099
N -0.78619 1.34424 1.97813
C -1.67957 0.70650 2.61375
C -1.49700 -0.64705 3.12751
C -2.59733 -1.34506 3.64507
C -2.47232 -2.61413 4.16289
C -1.19603 -3.20812 4.18106
C -0.09322 -2.54734 3.69003
C -0.19856 -1.24554 3.12818
O 0.84475 -0.63334 2.69505
H 5.61797 0.16231 1.64346
H 7.31115 1.29667 3.05107
H 6.72528 3.39299 4.27263
H 4.41959 4.27548 4.09951
H 2.26111 4.24574 3.28698
H 0.24510 4.46901 1.56759
H -0.09763 3.83987 3.18804
H -0.91730 2.76714 0.48185
H -1.95737 3.12094 1.89428
H -2.65198 1.17663 2.81809
H -3.57249 -0.86111 3.62604
H -3.33585 -3.14933 4.54054
H -1.07926 -4.20823 4.58584
H 0.89265 -2.99785 3.68631
C -2.60853 2.71096 -5.73397
C -1.65997 1.82485 -4.96057
C -1.46776 2.01826 -3.59847
C -0.60309 1.21076 -2.87073
C 0.10977 0.21101 -3.51390
C -0.06347 0.01041 -4.88252
C -0.95203 0.80440 -5.59434
S 1.31112 -0.82621 -2.65918
O 0.58054 -1.98597 -2.17234
O 2.26774 -1.08974 -3.71510
N 1.90976 -0.00658 -1.45880
C 2.71993 1.14833 -1.90333
C 1.97188 2.47123 -1.57891
O 2.18130 3.47242 -2.28582
O 1.16958 2.39321 -0.56368
H -3.45345 3.01361 -5.10944
H -2.99534 2.19564 -6.61703
H -2.10311 3.62118 -6.07246
H -1.99730 2.82227 -3.09108
H -0.47313 1.36458 -1.80872
H 0.51782 -0.76640 -5.36669
H -1.09146 0.64096 -6.66112
H 2.94781 1.11794 -2.96270
H 3.64886 1.21501 -1.33077
F 1.71933 -2.04236 0.51874
As 3.44489 -2.37725 0.86697
F 3.36465 -1.41859 2.30550
F 4.06342 -1.13642 -0.10223
F 5.06418 -2.79463 1.29137
F 3.52950 -3.41194 -0.49553
F 2.91844 -3.73550 1.80231
N -0.69457 -0.56890 -0.00754
C -1.65070 -1.25821 -0.40315
C -1.90618 -2.67899 0.03126
C -3.16147 -2.98567 0.54940
C -3.42229 -4.26009 1.02333
C -2.42954 -5.23452 0.98164
C -1.18861 -4.93605 0.43498
C -0.92386 -3.66283 -0.05226
C -2.68052 -0.64505 -1.30816
C -2.92235 -1.20066 -2.55670
C -3.82951 -0.58966 -3.40861
C -4.50811 0.55769 -3.00671
C -4.27256 1.10255 -1.75194
C -3.34537 0.50765 -0.90537
H -3.92945 -2.22124 0.59432
H -4.39709 -4.49431 1.43449
H -2.63040 -6.22663 1.36900
H -0.40905 -5.68797 0.39793
H 0.01598 -3.43435 -0.52384
H -2.37289 -2.08587 -2.86201
H -4.00595 -1.00492 -4.39235
H -5.22062 1.02724 -3.67603
H -4.79144 2.00042 -1.44216
H -3.12501 0.92912 0.07260

---

78
Properties=species:S:1:pos:R:3 method="wB97M-V/def2-TZVPD" s_squared=0.7806 multiplicity=2 total_charge=+1 e_lumo_ev="-2.45 / -2.44"
Fe -1.28222 1.24595 -0.97232
C 4.71948 -0.16145 -0.77372
C 3.62691 -0.56798 -1.52317
C 2.45972 0.18526 -1.51029
C 2.38536 1.34091 -0.73416
C 3.49657 1.75456 0.00320
C 4.65786 1.00302 -0.01568
P 0.81279 2.22334 -0.65583
C 1.15312 3.96185 -0.99044
C 2.09478 4.29307 -1.96470
C 2.31896 5.62032 -2.29096
C 1.60006 6.62090 -1.65230
C 0.65590 6.29385 -0.69018
C 0.42813 4.96741 -0.35829
C 0.16378 2.12067 1.03894
C 0.67924 2.46286 2.28898
C -0.08539 2.18424 3.40721
C -1.33603 1.57703 3.27965
C -1.84943 1.25505 2.03104
C -1.08554 1.54111 0.90320
H 5.63038 -0.74548 -0.78443
H 3.67805 -1.47120 -2.11826
H 1.59611 -0.12853 -2.08175
H 3.45059 2.67086 0.58019
H 5.51997 1.32404 0.55384
H 2.65941 3.51479 -2.46477
H 3.05278 5.87327 -3.04450
H 1.77249 7.65748 -1.90927
H 0.08829 7.07289 -0.19950
H -0.32056 4.72068 0.38347
H 1.64990 2.93421 2.38631
H 0.28709 2.43749 4.39131
H -1.91657 1.36504 4.16871
H -2.83476 0.80346 1.96567
N -3.24882 0.73132 -0.93697
C -3.99908 1.98895 -0.73217
C -3.17232 3.16585 -1.24243
O -3.66818 4.25017 -1.37463
O -1.90567 2.87744 -1.49982
H -3.50895 0.30044 -1.82078
H -3.46372 0.04665 -0.22129
H -4.16337 2.13791 0.33470
H -4.96772 1.98634 -1.22854
O -0.74869 -0.59298 -1.00155
As -0.57288 -2.05898 -0.22022
C 0.15246 -1.92415 1.53345
C -0.37330 -2.70848 2.55542
C 0.17146 -2.61853 3.82807
C 1.22541 -1.74962 4.07218
C 1.74756 -0.97342 3.04670
C 1.21537 -1.06104 1.77042
C -2.29748 -2.86520 -0.05396
C -2.66532 -3.93955 -0.85357
C -3.95198 -4.45515 -0.75392
C -4.85690 -3.89962 0.13703
C -4.48553 -2.82816 0.94007
C -3.20373 -2.31084 0.84882
C 0.55192 -3.14393 -1.30624
C 1.29799 -4.16255 -0.72509
C 2.11541 -4.94686 -1.52541
C 2.18786 -4.70506 -2.88982
C 1.44365 -3.68277 -3.46426
C 0.61792 -2.89785 -2.67379
H -1.19802 -3.38466 2.36939
H -0.22942 -3.22750 4.62700
H 1.64376 -1.67871 5.06743
H 2.57033 -0.29751 3.23709
H 1.63177 -0.46230 0.96797
H -1.95897 -4.37467 -1.54998
H -4.24509 -5.29210 -1.37301
H -5.85630 -4.30641 0.21310
H -5.19077 -2.40746 1.64457
H -2.89917 -1.49458 1.49824
H 1.25670 -4.33613 0.34420
H 2.70176 -5.74067 -1.08317
H 2.82910 -5.31628 -3.51080
H 1.50548 -3.49744 -4.52825
H 0.03823 -2.09493 -3.11337

---

Respective energy relative to the best compared isomer or geometry (same formula, charge and spin) values: 27.1 58.0 0.0 kcal/mol.